Entry 1:
C4H12NO2 | ωB97M-V/def2-TZVPD

XYZ file:
```
19
Properties=species:S:1:pos:R:3:lowdin_charge:R:1
C -1.684 -1.567 2.960 -0.075
C -1.005 -1.096 1.681 -0.094
C -1.560 -0.269 0.773 -0.114
N -0.890 0.210 -0.400 0.052
C -1.097 1.450 -0.688 0.159
H -2.295 -2.468 2.689 0.097
H -0.800 -1.803 3.641 0.104
H -2.478 -0.818 3.328 0.111
H 0.046 -1.338 1.595 0.115
H -2.643 0.048 0.775 0.153
H -0.265 -0.332 -0.947 0.143
H -0.575 1.821 -1.729 0.175
H -1.565 2.154 0.046 0.141
H 2.326 1.834 -3.150 0.069
H 3.110 2.151 -1.978 0.069
O 2.332 1.656 -2.214 -0.026
H 2.558 0.105 -1.585 -0.053
H 3.220 -1.216 -1.011 0.064
O 2.376 -0.745 -1.190 -0.088
```

Properties
Lowest unoccupied orbital energy in eV: -4.948
Orbital gap in eV: 9.08
Molar mass in u: 106.14
E in hartree: -364.5288
Relative energy (zero: lowest compared OMol25 entry of this formula, charge and spin) in kcal per mole: 66.76
Total charge: +1

Entry 2:
C34H92BO24 | ωB97M-V/def2-TZVPD

XYZ file:
```
151
Properties=species:S:1:pos:R:3:lowdin_charge:R:1
O -0.901 -3.263 -0.444 0.079
C -0.718 -2.055 -0.560 -0.357
O 0.168 -1.304 0.053 0.196
B 0.077 0.094 -0.463 -0.926
O -1.031 0.087 -1.408 0.229
C -1.481 -1.102 -1.566 -0.397
O -2.275 -1.458 -2.418 0.106
O 1.351 0.408 -1.142 0.122
C 1.975 1.400 -0.522 -0.451
O 3.096 1.883 -0.836 -0.043
C 1.027 1.888 0.617 -0.479
O -0.031 1.088 0.643 0.133
O 1.225 2.883 1.316 -0.024
C -0.243 3.388 -2.982 -0.089
O -1.302 4.359 -2.863 -0.142
H 0.639 3.846 -2.535 0.083
H -0.482 2.482 -2.427 0.074
H -0.065 3.044 -4.001 0.083
H -0.964 5.256 -2.812 0.076
C 3.470 -1.420 -2.092 -0.149
O 3.696 -2.674 -2.678 -0.146
H 4.425 -1.065 -1.704 0.077
H 3.067 -0.744 -2.846 0.087
H 2.827 -1.556 -1.222 0.065
H 3.760 -3.285 -1.941 0.007
C -0.333 -2.558 2.903 -0.157
O -0.304 -2.898 4.284 -0.115
H -1.284 -2.913 2.505 0.068
H -0.074 -1.536 2.626 0.077
H 0.337 -3.179 2.308 0.066
H 0.640 -2.976 4.441 0.058
C -3.549 2.333 -1.275 -0.131
O -3.486 2.553 -2.650 -0.107
H -4.421 1.782 -0.922 0.070
H -2.690 1.780 -0.896 0.076
H -3.560 3.318 -0.807 0.070
H -2.681 3.057 -2.788 0.039
C -5.501 -0.881 -2.020 -0.136
O -6.130 0.227 -2.719 -0.134
H -4.897 -0.487 -1.203 0.046
H -6.225 -1.526 -1.522 0.065
H -4.838 -1.472 -2.652 0.069
H -6.667 0.658 -2.050 0.062
C -2.872 0.346 -5.034 -0.131
O -4.181 0.735 -4.482 -0.148
H -2.713 0.761 -6.029 0.059
H -2.070 0.683 -4.378 0.064
H -2.798 -0.740 -5.086 0.055
H -3.906 1.488 -3.953 0.001
C -3.749 -4.299 0.265 -0.205
O -4.934 -4.704 0.812 -0.104
H -3.019 -5.104 0.177 0.065
H -3.916 -3.865 -0.721 0.082
H -3.220 -3.620 0.934 0.060
H -5.315 -3.951 1.270 0.077
C 4.194 4.065 -2.895 -0.164
O 3.738 5.029 -3.822 -0.141
H 3.492 3.232 -2.907 0.063
H 5.190 3.688 -3.124 0.075
H 4.203 4.455 -1.877 0.058
H 3.734 4.603 -4.682 0.063
C 0.017 -2.799 -4.381 -0.180
O 1.127 -3.089 -5.127 -0.094
H -0.426 -3.730 -4.026 0.065
H 0.233 -2.157 -3.527 0.079
H -0.755 -2.308 -4.973 0.074
H 1.165 -4.045 -5.051 0.062
C 4.619 4.625 1.028 -0.050
C 3.919 5.458 2.079 -0.518
C 3.622 4.800 3.427 -0.043
O 4.851 6.443 2.296 -0.056
H 5.518 4.189 1.464 0.082
H 4.932 5.211 0.164 0.066
H 3.965 3.806 0.729 0.064
H 2.961 5.772 1.666 0.119
H 2.924 3.971 3.308 0.056
H 3.165 5.529 4.095 0.079
H 4.511 4.397 3.913 0.077
H 4.716 7.067 1.579 0.089
C 4.168 0.987 2.770 -0.040
C 3.490 -0.324 3.079 -0.504
C 3.308 -1.141 1.825 -0.033
O 4.191 -1.022 4.099 -0.052
H 3.518 1.508 2.066 0.074
H 5.142 0.866 2.296 0.088
H 4.272 1.609 3.659 0.061
H 2.512 -0.082 3.495 0.110
H 3.128 -2.198 2.022 0.071
H 4.241 -1.094 1.263 0.086
H 2.513 -0.849 1.138 0.071
H 3.592 -1.681 4.456 0.073
C 1.870 -5.718 -2.282 -0.043
C 2.125 -4.933 -0.998 -0.427
C 1.713 -5.639 0.319 -0.034
O 3.560 -4.786 -0.992 -0.080
H 2.336 -6.702 -2.230 0.084
H 2.198 -5.106 -3.121 0.079
H 0.811 -5.905 -2.463 0.064
H 1.677 -3.948 -1.129 0.126
H 0.633 -5.754 0.411 0.073
H 2.049 -5.019 1.151 0.065
H 2.248 -6.583 0.421 0.071
H 3.876 -5.430 -1.631 0.080
C -2.423 -5.961 -2.559 -0.066
C -1.852 -6.844 -3.628 -0.499
C -2.771 -8.133 -3.916 -0.040
O -1.685 -6.067 -4.770 -0.051
H -1.894 -5.008 -2.513 0.070
H -2.275 -6.392 -1.569 0.076
H -3.468 -5.685 -2.702 0.089
H -0.840 -7.211 -3.459 0.119
H -3.791 -7.820 -4.141 0.067
H -2.765 -8.727 -3.002 0.068
H -2.375 -8.687 -4.767 0.065
H -2.574 -6.029 -5.130 0.088
C 0.181 6.294 0.155 -0.065
C -0.745 5.969 1.340 -0.419
C -1.718 4.770 1.043 -0.040
O 0.153 5.567 2.375 -0.092
H -0.344 6.957 -0.532 0.060
H 0.418 5.458 -0.503 0.068
H 1.113 6.777 0.448 0.067
H -1.189 6.912 1.661 0.126
H -2.404 4.702 1.887 0.063
H -1.364 3.751 0.890 0.069
H -2.272 4.954 0.123 0.053
H 0.714 4.832 2.116 0.037
C 2.325 1.640 6.221 -0.053
C 1.224 2.522 5.672 -0.495
C 0.372 1.762 4.703 -0.052
O 0.463 3.007 6.772 -0.053
H 3.044 1.331 5.462 0.057
H 1.845 0.751 6.631 0.077
H 2.861 2.148 7.024 0.076
H 1.675 3.366 5.152 0.125
H 0.864 1.334 3.829 0.064
H -0.324 2.482 4.272 0.087
H -0.007 0.824 5.110 0.081
H -0.045 2.288 7.155 0.078
C -3.200 -0.320 1.727 -0.032
C -3.909 0.357 2.843 -0.524
C -3.814 1.860 2.772 -0.051
O -5.269 0.042 2.736 -0.043
H -2.148 -0.048 1.645 0.085
H -3.583 -0.212 0.712 0.074
H -3.320 -1.374 1.979 0.073
H -3.473 0.050 3.794 0.137
H -4.313 2.380 3.589 0.077
H -4.310 2.112 1.835 0.081
H -2.795 2.237 2.684 0.076
H -5.731 0.624 3.344 0.079
```

Properties
Lowest unoccupied orbital energy (spin up / spin down) in eV: 3.665 / 3.664
2S+1: 2
Orbital gap (spin up / spin down) in eV: 2.94 / 6.85
Molar mass in u: 895.90
E in hartree: -3181.3007
<S²>: 0.753
Total charge: -2

Entry 3:
C12H30F2N3O8S2Sn | ωB97M-V/def2-TZVPD

XYZ file:
```
58
Properties=species:S:1:pos:R:3:lowdin_charge:R:1
Sn 0.996 2.259 0.015 1.188
N 0.688 0.170 -2.001 -0.348
S 1.465 -1.094 -2.531 0.429
O 2.478 -0.807 -3.503 -0.265
O 0.874 -2.448 -2.498 -0.278
F 2.368 -1.276 -1.237 -0.224
S -0.300 0.127 -3.343 0.529
O -1.382 -0.893 -3.382 -0.288
O 0.288 0.590 -4.589 -0.271
F -1.180 1.404 -2.943 -0.225
C -2.582 0.882 0.191 -0.086
O -1.959 2.184 0.170 -0.334
C -2.790 3.210 -0.456 -0.185
C -2.156 4.555 -0.105 -0.186
N -0.805 4.866 -0.678 -0.096
C -0.763 4.695 -2.116 -0.235
C 0.596 5.034 -2.744 -0.179
O 1.436 3.879 -2.523 -0.309
C 2.470 3.766 -3.488 -0.093
H -2.189 0.272 1.004 0.068
H -2.493 0.232 -0.679 0.087
H -3.630 0.928 0.485 0.087
H -3.785 3.250 -0.014 0.125
H -2.831 3.065 -1.536 0.113
H -1.969 4.534 0.968 0.115
H -2.802 5.419 -0.264 0.118
H -0.609 5.836 -0.477 0.109
H -1.593 5.297 -2.487 0.123
H -1.073 3.682 -2.375 0.091
H 0.994 5.954 -2.314 0.123
H 0.364 5.270 -3.782 0.127
H 2.108 3.307 -4.408 0.095
H 3.267 3.130 -3.104 0.093
H 2.909 4.726 -3.761 0.088
C -0.060 -0.502 2.776 -0.113
O 0.843 -0.124 1.755 -0.337
C 1.859 -1.106 1.615 -0.223
C 1.391 -2.443 1.040 -0.200
N 1.133 -3.308 2.172 -0.113
C 0.813 -4.704 1.843 -0.165
C 0.365 -5.351 3.191 -0.225
O -0.395 -6.478 2.800 -0.218
C -0.819 -7.296 3.909 -0.085
H -0.772 0.282 3.030 0.084
H 0.555 -0.512 3.676 0.091
H -0.601 -1.443 2.669 0.092
H 2.344 -1.260 2.579 0.119
H 2.627 -0.724 0.943 0.103
H 2.228 -2.862 0.482 0.118
H 0.451 -2.286 0.511 0.132
H 1.794 -3.263 2.934 0.108
H 1.665 -5.226 1.409 0.117
H -0.041 -4.663 1.166 0.125
H -0.246 -4.655 3.765 0.116
H 1.245 -5.672 3.748 0.116
H -1.373 -6.629 4.570 0.081
H 0.088 -7.710 4.350 0.084
H -1.503 -8.074 3.572 0.085
```

Properties
Lowest unoccupied orbital energy (spin up / spin down) in eV: -1.283 / -1.188
2S+1: 2
Orbital gap (spin up / spin down) in eV: 5.55 / 7.36
Molar mass in u: 565.23
E in hartree: -2451.5595
<S²>: 0.753
Relative energy (zero: lowest compared OMol25 entry of this formula, charge and spin) in kcal per mole: 0.00

Entry 4:
C7H5F2N | ωB97M-V/def2-TZVPD

XYZ file:
```
15
Properties=species:S:1:pos:R:3:lowdin_charge:R:1
C 3.154 -0.440 -0.400 -0.149
C 1.235 1.657 0.930 0.004
C 1.722 2.312 0.049 0.004
C -0.497 -1.549 0.187 -0.125
C 0.911 -1.355 0.148 -0.280
C -1.380 -0.739 -0.350 0.023
C 1.703 -0.596 -0.645 -0.261
N 4.257 -0.511 -0.157 0.178
F 1.508 -2.125 1.047 0.100
F 1.102 -0.005 -1.642 0.126
H 1.003 0.937 1.640 0.028
H 1.738 3.058 -0.845 0.094
H -0.732 -2.430 0.720 0.108
H -2.428 -0.989 -0.122 0.077
H -0.956 0.115 -0.895 0.072
```

Properties
Lowest unoccupied orbital energy (spin up / spin down) in eV: 0.861 / -2.861
2S+1: 3
Orbital gap (spin up / spin down) in eV: 7.32 / 8.10
Molar mass in u: 141.12
E in hartree: -523.9329
<S²>: 2.024